Record 1
40
Properties=species:S:1:pos:R:3:lowdin_charge:R:1 method="wB97M-V/def2-TZVPD" orbital_gap_ev=8.03 total_charge=+1 fmax_ev_per_a=2.0 homo_ev=-11.8 lumo_ev=-3.725
C -3.57611 -3.68268 1.55198 -0.019
O -2.61145 -2.62428 1.58207 0.060
B -2.87053 -1.51478 0.87230 -0.638
O -4.10653 -1.24806 0.34864 0.179
C -1.70858 -0.39907 0.69430 -0.260
C -0.33584 -0.86095 0.23292 -0.129
C 0.24928 -2.05643 0.97179 -0.283
C 1.52461 -2.49966 0.24354 -0.619
I 1.04261 -3.85968 -1.35490 0.772
O -2.14766 0.46495 -0.43963 0.068
C -1.61516 1.67226 -0.24693 -0.577
O -1.54242 2.58277 -1.05201 0.129
O -1.08617 1.75735 1.02066 -0.022
C -1.72585 0.67892 1.75128 -0.487
S -3.42044 1.26559 2.12838 0.918
H -4.57030 -3.33893 1.79136 0.096
H -3.57029 -4.18666 0.59575 0.100
H -3.27703 -4.40487 2.29749 0.095
H -4.13514 -1.25692 -0.60775 0.128
H -0.32381 -1.05303 -0.83255 0.120
H 0.35169 -0.03804 0.40051 0.097
H -0.41821 -2.90081 0.98843 0.073
H 0.56216 -1.79398 1.97580 0.125
H 2.18438 -3.06125 0.88139 0.036
H 2.02300 -1.63942 -0.17520 0.012
H -1.17144 0.49489 2.65686 0.136
H -3.04150 2.45998 2.59199 -0.099
C 1.66008 3.01526 -0.91286 0.038
C 2.54586 1.84276 -0.73807 -0.362
O 2.42586 0.96527 0.05103 0.176
N 3.77772 1.69021 -1.63950 0.092
C 4.03063 2.64718 -2.76301 0.025
H 0.86836 2.94567 -0.17272 0.089
H 2.20573 3.94992 -0.76346 0.112
H 1.21345 3.01276 -1.91089 0.120
H 3.73453 0.71606 -1.95963 0.189
H 4.56325 1.65167 -0.97977 0.191
H 3.48206 2.31325 -3.63734 0.114
H 5.09519 2.65238 -2.97544 0.109
H 3.71404 3.64043 -2.46684 0.097

Record 2
83
Properties=species:S:1:pos:R:3:lowdin_charge:R:1 method="wB97M-V/def2-TZVPD" orbital_gap_ev=4.01 total_charge=-2 fmax_ev_per_a=1.4 homo_ev=-0.8 e_above_lowest_kcal_mol=0.6 lumo_ev=3.199
Pd -1.25547 -0.24379 0.25306 0.327
O 0.01349 2.71002 3.33540 -0.025
C -0.24175 1.89737 2.44267 -0.762
O -1.33343 1.59680 1.89620 -0.111
C 0.94685 1.02910 1.92581 -0.172
P 0.64903 -0.66946 2.42909 0.913
C 2.12039 -1.29641 3.32172 -0.278
C 3.36644 -0.68677 3.23683 -0.071
C 4.48019 -1.26023 3.84132 -0.090
C 4.35843 -2.45791 4.52571 -0.101
C 3.12198 -3.08469 4.60561 -0.082
C 2.01264 -2.50782 4.00863 -0.097
C -0.59777 -0.73448 3.76117 -0.265
C -0.20361 -0.47416 5.07495 -0.082
C -1.12480 -0.49777 6.11093 -0.089
C -2.45655 -0.78086 5.84366 -0.093
C -2.86067 -1.01623 4.53758 -0.065
C -1.94036 -0.98122 3.50017 -0.070
H 1.90187 1.39652 2.29282 0.070
H 0.92628 1.02923 0.83440 0.081
H 3.47846 0.24242 2.69489 0.094
H 5.44241 -0.76797 3.77350 0.097
H 5.22605 -2.90271 4.99817 0.095
H 3.02086 -4.02630 5.13078 0.100
H 1.05036 -2.99967 4.07465 0.117
H 0.82644 -0.22953 5.29609 0.108
H -0.80271 -0.28093 7.12199 0.095
H -3.18073 -0.79321 6.64980 0.094
H -3.90243 -1.19616 4.30579 0.105
H -2.29123 -1.10356 2.48064 0.044
S -4.89793 1.90320 -3.60738 -0.491
Sb -3.05002 0.49901 -3.48167 0.018
S -3.69769 -0.66631 -0.12531 -0.084
S -2.86754 1.02052 -0.82185 -0.082
S -1.24137 1.57647 -4.48052 -0.471
Cl -3.99992 -1.67024 -7.02286 0.670
C -2.72423 -2.51306 -6.21301 -0.677
C -2.97491 -3.75296 -5.64532 -0.094
C -1.94574 -4.41517 -5.00180 -0.032
C -0.66274 -3.88292 -4.93936 -0.209
C 0.40720 -4.63898 -4.19025 -0.294
C 0.31096 -4.39519 -2.68266 -0.071
N 0.34090 -2.99708 -2.34738 -0.068
C 1.47521 -2.21343 -2.25431 -0.118
C 1.03055 -0.95628 -1.99240 -0.161
N -0.34102 -0.94534 -1.91668 0.008
C -0.71947 -2.17436 -2.14479 -0.197
O 0.28778 -6.05026 -4.31116 -0.105
C 0.87458 -6.63107 -5.45864 -0.166
C 0.36606 -6.12101 -6.77443 -0.326
C -0.78133 -6.53789 -7.37048 -0.986
Cl -1.87686 -7.71426 -6.76432 0.661
S -1.13761 -5.68824 -8.80966 0.995
C 0.29878 -4.76791 -8.66532 -0.399
C 0.99269 -5.09564 -7.54870 -0.147
C -0.45460 -2.63173 -5.50786 -0.563
Cl 1.11370 -1.87581 -5.45503 0.736
C -1.47394 -1.92965 -6.13231 -0.146
H -3.96647 -4.18067 -5.69895 0.105
H -2.12159 -5.38854 -4.55823 0.117
H 1.39918 -4.32010 -4.52796 0.123
H 1.14888 -4.89206 -2.19164 0.132
H -0.61238 -4.84111 -2.30854 0.140
H 2.46409 -2.62162 -2.37924 0.111
H 1.59780 -0.04785 -1.87660 0.102
H -1.74657 -2.50934 -2.17332 0.120
H 0.65090 -7.69343 -5.36720 0.115
H 1.96419 -6.50142 -5.42010 0.130
H 0.52176 -4.00481 -9.39330 0.070
H 1.90758 -4.60268 -7.25150 0.111
H -1.29995 -0.93193 -6.51094 0.081
N 0.33948 -1.54622 1.12735 -0.189
C 0.21161 -2.94597 1.14418 -0.354
C -1.03543 -3.56625 1.03171 -0.049
C -1.13804 -4.94790 0.97180 -0.099
C -0.00296 -5.75072 1.00491 -0.128
C 1.24430 -5.14394 1.08107 -0.114
C 1.35103 -3.76162 1.13978 -0.065
H -1.91749 -2.93902 0.95749 0.069
H -2.11803 -5.40243 0.88535 0.098
H -0.08981 -6.82896 0.94895 0.087
H 2.14420 -5.74931 1.07840 0.092
H 2.32408 -3.28615 1.16406 0.108

Record 3
46
Properties=species:S:1:pos:R:3:lowdin_charge:R:1 method="wB97M-V/def2-TZVPD" orbital_gap_ev=8.75 total_charge=0 fmax_ev_per_a=3.5 homo_ev=-8.3 lumo_ev=0.402
O -0.58036 -1.92198 0.59730 0.018
C 0.16564 -1.19699 1.25405 -0.423
C 1.37793 -0.56988 0.62749 -0.041
C 1.69498 -0.92044 -0.76228 -0.167
C 1.71828 -2.22872 -1.12718 -0.028
C 2.17363 -2.58793 -2.36100 -0.090
C 2.58649 -1.67334 -3.27792 -0.041
C 2.54951 -0.29957 -2.90288 0.005
C 2.10831 0.07748 -1.65191 -0.196
O 2.04727 1.40642 -1.24549 0.081
C 2.71240 2.29808 -2.10505 -0.615
F 2.43098 3.53939 -1.65456 0.173
F 2.35739 2.19299 -3.39003 0.148
F 4.03727 2.01440 -1.94791 0.160
N -0.19954 -0.85139 2.53595 0.124
C -1.64875 -0.86361 2.95615 -0.157
C -2.52008 -0.60359 1.71168 -0.080
C -2.23170 0.76454 1.20444 -0.159
C -2.40090 1.91111 1.88155 -0.080
O -2.04455 3.03919 1.23704 0.065
C -1.51342 2.59182 0.03125 -0.139
C -0.89580 3.28353 -1.04114 -0.013
C -0.60672 2.61083 -2.16669 -0.100
C -0.74883 1.19262 -2.19318 -0.086
C -1.37838 0.47911 -1.22428 -0.015
C -1.71417 1.18040 -0.06733 -0.107
B -1.84727 -2.21051 3.85325 -0.557
O -2.33496 -2.26231 5.16311 0.120
O -1.55075 -3.28356 3.02589 0.141
H 2.28947 -0.75096 1.30491 0.169
H 1.35078 0.54050 0.75302 0.140
H 1.33267 -2.98964 -0.50148 0.115
H 2.10441 -3.61908 -2.65726 0.107
H 2.85106 -1.94142 -4.28185 0.103
H 2.73043 0.48050 -3.60869 0.099
H 0.27541 -0.11278 2.98169 0.127
H -1.73647 -0.12816 3.76187 0.131
H -3.58325 -0.69809 1.97922 0.144
H -2.30233 -1.33568 0.99963 0.079
H -2.46989 1.93646 3.00974 0.157
H -0.83324 4.35343 -1.03022 0.114
H -0.05303 3.11500 -2.93180 0.098
H -0.38262 0.73672 -3.14033 0.124
H -1.52194 -0.59080 -1.30047 0.122
H -2.50305 -3.20652 5.54784 0.161
H -1.29232 -2.89758 2.15386 0.074

Record 4
18
Properties=species:S:1:pos:R:3:lowdin_charge:R:1 method="wB97M-V/def2-TZVPD" orbital_gap_ev=10.69 total_charge=0 fmax_ev_per_a=0.4 homo_ev=-9.5 e_above_lowest_kcal_mol=18.4 lumo_ev=1.157
C -0.75356 -1.89797 0.25327 -0.119
C -1.03967 -0.40621 0.03054 -0.213
C -0.00002 0.64806 -0.38584 -0.426
C -0.68355 2.02213 -0.44702 -0.048
O 1.06370 0.77520 0.54196 -0.165
C 2.03692 -0.23489 0.44591 -0.106
H -0.25692 -2.40393 -0.58615 0.076
H -0.17728 -2.10383 1.16284 0.068
H -1.74308 -2.35628 0.37737 0.071
H -1.50953 -0.03435 0.94902 0.118
H -1.80148 -0.35399 -0.75205 0.108
H 0.39584 0.41207 -1.39551 0.148
H -1.66712 1.97672 -0.93000 0.078
H -0.06411 2.72280 -1.01293 0.078
H -0.84689 2.42777 0.55982 0.087
H 2.67636 -0.16728 1.33576 0.096
H 1.56714 -1.22058 0.36701 0.060
H 2.66157 -0.11488 -0.45007 0.089

Record 5
48
Properties=species:S:1:pos:R:3:lowdin_charge:R:1 method="wB97M-V/def2-TZVPD" orbital_gap_ev="7.83 / 5.43" total_charge=+3 fmax_ev_per_a=5.9 homo_ev="-18.6 / -19.6" lumo_ev="-10.792 / -14.188" spin_multiplicity=5 s2=6.05
C 0.49704 -0.21769 -4.07906 -0.001
C 1.38478 -0.13820 -2.92044 -0.229
H 1.08057 -0.20129 -5.01572 0.145
H -0.21116 0.62287 -4.06030 0.094
H -0.10662 -1.13490 -4.02748 0.088
O 2.55624 -0.07417 -2.72595 0.225
Cl -2.68431 -0.37181 -1.38765 0.091
Ru -0.28279 -0.17886 -0.93536 0.440
P -0.31277 2.15380 -0.84420 0.743
C 0.89254 2.91528 0.29637 -0.201
C 0.05050 2.91564 -2.44743 -0.208
H 0.16393 3.99925 -2.32336 0.087
H -1.98150 3.88674 -0.66142 0.089
H -0.77392 2.71255 -3.14132 0.070
H -2.71792 2.24723 -0.75912 0.018
H 1.90339 2.58112 0.03254 0.063
H 0.98142 2.50350 -2.85303 0.053
C -1.91109 2.84528 -0.32109 -0.230
H 0.83351 4.00889 0.21966 0.088
H -2.00090 2.80845 0.77059 0.037
H 0.66826 2.60656 1.32531 0.047
P -0.05163 -2.49045 -0.76504 0.736
C 1.39528 -3.12761 0.15590 -0.206
C -1.47910 -3.30881 0.02379 -0.240
H -0.71539 -3.03253 -3.01440 0.060
H 0.16607 -4.39498 -2.25626 0.090
H 1.06728 -2.96707 -2.85653 0.060
C 0.13729 -3.30420 -2.38199 -0.209
H -2.39051 -2.98132 -0.49039 0.031
H -1.36612 -4.39975 -0.04370 0.087
H 1.38783 -4.22617 0.17556 0.089
H 1.38753 -2.75247 1.18563 0.035
H -1.54143 -3.00050 1.07511 0.040
H 2.31679 -2.78015 -0.32764 0.070
C 1.35025 -0.07537 -0.08302 -0.401
O 2.38852 0.00096 0.46216 0.166
S -1.56740 -0.15393 1.14082 0.868
C -0.74148 0.25706 2.57419 -0.552
C 0.24824 -0.60512 3.08058 -0.046
C 0.85445 -0.30147 4.29167 0.045
C 0.47434 0.84694 5.00152 0.089
C -0.52390 1.69280 4.50046 0.034
C -1.14593 1.40120 3.29945 -0.039
H 0.50510 -1.50007 2.51515 0.097
H 1.62924 -0.96132 4.68608 0.152
H 0.94441 1.06599 5.96032 0.159
H -0.81693 2.58758 5.05436 0.153
H -1.94202 2.02053 2.89466 0.123

Record 6
134
Properties=species:S:1:pos:R:3:lowdin_charge:R:1 method="wB97M-V/def2-TZVPD" orbital_gap_ev=8.88 total_charge=0 fmax_ev_per_a=3.7 homo_ev=-8.8 e_above_lowest_kcal_mol=201.9 lumo_ev=0.093
C -1.06837 2.90564 -0.85617 -0.146
O -1.94002 1.89066 -0.54355 -0.197
C -2.06993 1.66554 0.88647 -0.172
C -0.79418 1.04952 1.47794 -0.195
N -0.68638 -0.40105 1.16971 -0.079
C -0.48815 -0.65811 -0.22175 -0.211
C 0.99556 -0.28030 -0.63769 -0.079
O 1.68982 -1.07194 0.46675 -0.263
C 3.08055 -1.28365 0.39340 -0.111
H -0.03309 2.58454 -0.74136 0.061
H -1.13399 3.75609 -0.17755 0.093
H -1.09299 3.22473 -1.89814 0.095
H -2.97401 1.11047 1.13673 0.126
H -2.17606 2.59635 1.44365 0.108
H -0.95582 0.98593 2.55401 0.120
H 0.12987 1.54896 1.18676 0.104
H 0.25631 -0.48529 1.52233 0.070
H -1.31179 -0.23581 -0.79741 0.111
H -0.55629 -1.74573 -0.19857 0.111
H 1.15017 0.77582 -0.41677 0.088
H 1.19879 -0.62192 -1.65264 0.118
H 3.24309 -2.01782 -0.39570 0.085
H 3.50018 -1.59399 1.35032 0.083
H 3.54566 -0.32321 0.17129 0.083
O 2.94496 6.15976 2.67659 -0.054
C 4.16492 6.84055 2.47967 -0.249
C 4.96896 6.57313 1.18303 -0.220
O 4.51584 7.45403 0.12044 -0.083
H 2.19321 6.66422 2.35723 0.084
H 4.13358 7.89689 2.74666 0.121
H 4.85070 6.38254 3.19243 0.109
H 4.98611 5.50392 0.97188 0.112
H 6.03926 6.75796 1.27461 0.109
H 5.23430 7.46837 -0.51612 0.071
O -0.49852 -6.28946 5.75555 -0.066
C 0.72657 -6.48264 5.09901 -0.248
C 1.27492 -5.34819 4.23239 -0.250
O 1.48453 -4.10609 4.86861 -0.071
H -0.56567 -5.34610 5.92037 0.079
H 1.44169 -6.65222 5.90396 0.116
H 0.44253 -7.36099 4.51942 0.124
H 0.59407 -5.09916 3.41843 0.118
H 2.24802 -5.63884 3.83657 0.116
H 1.86680 -3.51862 4.21259 0.082
O 8.47671 -5.97703 1.81032 -0.053
C 8.89759 -6.84572 2.86277 -0.247
C 7.70077 -7.32378 3.71656 -0.222
O 6.75517 -8.04455 2.90370 -0.084
H 7.61908 -6.33075 1.56343 0.072
H 9.35171 -7.76743 2.49899 0.109
H 9.65566 -6.46183 3.54544 0.118
H 7.09017 -6.43125 3.85312 0.116
H 7.98060 -7.81188 4.65013 0.117
H 7.23721 -8.43192 2.16942 0.074
O -5.40007 -3.90960 2.08536 -0.086
C -5.87885 -4.84295 1.08406 -0.224
C -7.33679 -5.33506 1.22494 -0.309
O -8.25299 -4.36823 1.03012 -0.022
H -4.65573 -3.44473 1.69619 0.077
H -5.82675 -4.26274 0.16280 0.111
H -5.15512 -5.65614 1.02894 0.111
H -7.25426 -5.86720 2.17263 0.119
H -7.55133 -6.09624 0.47481 0.124
H -8.25747 -3.83216 1.82649 0.100
O -8.70545 1.79888 -3.23699 -0.082
C -8.62724 2.14352 -1.82879 -0.204
C -8.75559 0.79085 -1.18440 -0.278
O -9.89220 0.01394 -1.52153 -0.056
H -9.40905 1.15096 -3.31920 0.063
H -7.70723 2.67062 -1.57611 0.121
H -9.39495 2.85719 -1.52982 0.113
H -8.70555 0.99751 -0.11534 0.108
H -7.87897 0.14662 -1.25221 0.122
H -9.91515 -0.82920 -1.06307 0.093
O 11.19060 -0.21030 -0.45682 -0.039
C 10.10510 -0.00021 -1.31497 -0.279
C 9.55021 1.36119 -1.19201 -0.290
O 9.02483 1.69175 0.06370 -0.053
H 11.12301 -0.98881 0.10079 0.095
H 10.48075 -0.10721 -2.33259 0.118
H 9.24956 -0.67558 -1.30879 0.125
H 8.60553 1.46882 -1.72502 0.125
H 10.22071 2.11407 -1.60637 0.120
H 9.73697 1.55122 0.69197 0.079
O -4.45818 5.72166 7.01233 -0.083
C -3.56932 6.29209 8.02111 -0.214
C -2.33846 6.85297 7.25336 -0.189
O -2.73092 8.07904 6.51653 -0.097
H -4.50709 6.47307 6.41685 0.062
H -4.04226 7.11558 8.55616 0.106
H -3.40318 5.50252 8.75397 0.115
H -1.98887 6.09906 6.54802 0.117
H -1.53531 7.14465 7.93009 0.109
H -2.68838 8.83779 7.10314 0.074
O -2.99447 5.37693 -8.77348 -0.049
C -2.71181 4.15409 -8.24746 -0.278
C -4.07926 3.61070 -7.86509 -0.237
O -4.88913 4.57562 -7.16148 -0.076
H -3.75012 5.68134 -8.26562 0.071
H -2.16161 3.41040 -8.82392 0.129
H -2.25662 4.40039 -7.28816 0.117
H -3.92946 2.91894 -7.03615 0.113
H -4.52859 3.05205 -8.68612 0.118
H -5.60447 4.11059 -6.72143 0.093
O 4.73797 -8.93980 -2.60030 -0.046
C 3.42128 -9.22035 -2.49024 -0.300
C 2.59772 -8.04153 -1.96839 -0.238
O 2.42308 -6.93743 -2.83905 -0.067
H 4.90339 -8.80749 -3.53663 0.093
H 3.09183 -9.66503 -3.42930 0.127
H 3.41889 -10.00233 -1.73091 0.120
H 2.99636 -7.58037 -1.06477 0.118
H 1.62664 -8.46649 -1.71436 0.116
H 3.28230 -6.66355 -3.16819 0.077
O -5.85044 -4.53582 -5.84855 -0.075
C -4.84220 -5.34176 -6.48085 -0.183
C -3.74366 -5.82826 -5.32986 -0.164
O -2.78943 -4.74834 -5.03239 -0.121
H -6.30676 -4.01281 -6.51175 0.078
H -5.21728 -6.29232 -6.86013 0.094
H -4.36996 -4.84337 -7.32743 0.108
H -3.02344 -6.60641 -5.58255 0.097
H -4.11441 -6.18401 -4.36856 0.101
H -2.15413 -5.05871 -4.38304 0.066
O 0.25979 10.17333 1.57085 -0.068
C -0.67365 10.60289 0.59403 -0.250
C -0.10029 10.64645 -0.83685 -0.276
O 0.36714 9.45715 -1.29714 -0.046
H -0.22775 10.13339 2.39688 0.082
H -1.66492 10.16032 0.69217 0.114
H -0.98433 11.59432 0.92364 0.106
H 0.81629 11.23349 -0.89464 0.121
H -0.88279 11.08047 -1.45929 0.123
H 1.12280 9.14547 -0.79372 0.093

Electronic energy for the records above, in order: -1619.8015, -5860.9737, -1489.7106, -272.9193, -2372.4961, -2975.4242 a.u.